1.
{"formula": "C5H8O2", "method": "wB97M-V/def2-TZVPD", "de_lowest_kj_mol": 253.6, "orbital_gap_ev": 9.90, "homo_ha": -0.3376, "species": ["C", "C", "C", "O", "C", "C", "O", "H", "H", "H", "H", "H", "H", "H", "H"], "positions_angstrom": [[-1.052, 1.243, 1.084], [-0.057, 0.421, 1.415], [1.129, 0.495, 0.532], [1.716, 1.508, 0.207], [1.242, -0.805, -0.213], [-0.111, -0.900, -1.074], [-1.325, -0.147, -0.784], [-2.086, 1.079, 1.368], [-0.854, 2.093, 0.436], [-0.274, -0.549, 1.866], [2.128, -0.819, -0.868], [1.349, -1.656, 0.479], [-0.462, -1.925, -0.985], [0.169, -0.642, -2.088], [-1.512, 0.603, -1.372]]}

2.
{"formula": "C6H12O", "method": "wB97M-V/def2-TZVPD", "de_lowest_kj_mol": 629.6, "orbital_gap_ev": 8.62, "homo_ha": -0.2864, "species": ["C", "C", "C", "O", "C", "C", "C", "H", "H", "H", "H", "H", "H", "H", "H", "H", "H", "H", "H"], "positions_angstrom": [[-2.478, 0.715, 0.315], [-1.856, -0.642, 0.358], [-0.341, -1.106, -0.816], [1.047, -0.942, -1.258], [1.504, -0.412, -0.028], [2.644, 0.564, -0.209], [0.153, 0.150, 0.357], [-3.525, 0.484, 0.569], [-2.488, 1.139, -0.696], [-2.128, 1.486, 1.022], [-1.656, -0.961, 1.392], [-0.448, -2.132, -0.468], [-0.966, -0.890, -1.677], [1.802, -1.223, 0.660], [3.497, 0.048, -0.661], [2.963, 0.983, 0.751], [2.344, 1.380, -0.876], [-0.027, 1.095, -0.158], [-0.041, 0.265, 1.422]]}

3.
{"formula": "C20H27N3S2Tb", "method": "wB97M-V/def2-TZVPD", "multiplicity": 7, "orbital_gap_ev": [6.69, 7.06], "homo_ha": [-0.6220, -0.6220], "charge": 3, "species": ["Tb", "S", "S", "C", "C", "C", "N", "C", "C", "H", "H", "H", "H", "H", "H", "H", "H", "C", "H", "H", "H", "H", "H", "H", "H", "C", "C", "H", "H", "H", "H", "C", "C", "N", "C", "C", "C", "C", "C", "C", "C", "C", "C", "N", "C", "H", "H", "H", "H", "H", "H", "H", "H"], "positions_angstrom": [[0.891, 0.138, 0.054], [2.549, -0.457, -2.108], [1.430, 1.764, 2.229], [4.350, -0.176, -1.796], [1.909, 0.952, -3.114], [1.991, 2.266, -2.341], [1.133, 2.241, -1.102], [1.462, 3.371, -0.167], [0.837, 3.219, 1.222], [0.872, 0.697, -3.392], [2.484, 1.007, -4.044], [1.621, 3.064, -3.000], [3.031, 2.474, -2.047], [1.025, 4.284, -0.596], [2.556, 3.484, -0.106], [-0.264, 3.207, 1.143], [1.091, 4.084, 1.841], [3.247, 2.069, 2.447], [0.195, 2.469, -1.458], [3.673, 2.220, 1.456], [3.624, 1.145, 2.910], [3.431, 2.923, 3.118], [4.622, -1.013, -1.140], [4.452, 0.779, -1.276], [4.963, -0.214, -2.710], [-4.234, 1.102, -1.996], [-4.266, -0.084, -1.372], [-4.013, 1.183, -3.061], [-4.447, 2.034, -1.474], [-4.088, -1.017, -1.906], [-4.490, -0.166, -0.309], [-2.555, 0.501, 3.053], [-1.673, 0.866, 2.039], [-1.125, -0.025, 1.182], [-1.464, -1.348, 1.300], [-2.361, -1.770, 2.325], [-2.908, -0.829, 3.188], [-2.686, -3.153, 2.393], [-2.161, -4.072, 1.510], [-1.249, -3.696, 0.487], [-0.711, -4.617, -0.416], [0.211, -4.193, -1.353], [0.604, -2.859, -1.354], [0.058, -1.933, -0.528], [-0.883, -2.326, 0.393], [-2.910, 1.267, 3.729], [-1.350, 1.895, 1.937], [-3.632, -1.161, 3.944], [-3.401, -3.456, 3.160], [-2.448, -5.123, 1.563], [-1.037, -5.659, -0.361], [0.656, -4.859, -2.081], [1.389, -2.501, -2.015]]}

4.
{"formula": "C7H11N", "method": "wB97M-V/def2-TZVPD", "de_lowest_kj_mol": 290.6, "orbital_gap_ev": 9.21, "homo_ha": -0.2975, "species": ["C", "C", "C", "C", "C", "C", "C", "N", "H", "H", "H", "H", "H", "H", "H", "H", "H", "H", "H"], "positions_angstrom": [[-1.625, -1.098, 1.427], [-0.982, -0.291, 0.282], [-0.798, -0.932, -1.040], [0.503, -0.861, -1.394], [1.234, -0.292, -0.406], [1.644, 1.216, -0.674], [0.621, 1.642, 0.492], [0.306, 0.192, 0.610], [-1.499, -2.167, 1.184], [-2.742, -0.856, 1.372], [-1.165, -0.750, 2.393], [-1.707, 0.550, 0.117], [-1.674, -1.452, -1.562], [0.926, -1.218, -2.372], [2.139, -0.981, -0.063], [1.274, 1.584, -1.603], [2.719, 1.475, -0.450], [1.057, 1.931, 1.430], [-0.231, 2.308, 0.257]]}

5.
{"formula": "C11H14BN7OPd", "method": "wB97M-V/def2-TZVPD", "multiplicity": 3, "de_lowest_kj_mol": 261.0, "orbital_gap_ev": [7.66, 4.69], "homo_ha": [-0.3066, -0.3070], "species": ["H", "N", "B", "N", "C", "Pd", "H", "C", "H", "C", "H", "C", "H", "H", "H", "N", "N", "N", "N", "C", "C", "H", "H", "C", "C", "C", "C", "H", "H", "H", "H", "H", "O", "C", "N"], "positions_angstrom": [[-2.848, -0.664, -0.335], [-0.913, -1.236, -1.039], [1.183, -2.637, -1.560], [-0.297, -2.490, -1.187], [-1.233, -3.449, -1.073], [-1.024, -0.184, -2.833], [-0.972, -4.493, -1.256], [-2.464, -2.859, -0.721], [-3.390, -3.362, -0.478], [-2.229, -1.473, -0.712], [1.300, -3.705, -2.095], [0.459, 1.389, 1.333], [0.112, 1.761, 0.339], [1.486, 1.719, 1.494], [0.394, 0.289, 1.334], [2.090, -2.816, -0.272], [1.595, -1.582, -2.611], [2.299, -1.778, 0.606], [1.022, -0.299, -2.657], [2.665, -3.962, 0.199], [2.331, -1.764, -3.738], [2.599, -4.910, -0.335], [2.732, -2.746, -3.970], [3.270, -3.672, 1.415], [2.407, -0.541, -4.441], [3.039, -2.294, 1.625], [1.605, 0.367, -3.733], [3.776, -4.364, 2.060], [2.966, -0.334, -5.342], [3.408, -1.752, 2.472], [1.498, 1.438, -3.818], [-0.212, 1.759, 2.058], [-4.384, 4.486, 2.859], [-3.205, 4.370, 3.043], [-1.994, 4.266, 3.210]]}

Number 1: calculated total energy -9407.20342 eV. Number 2: calculated total energy -8457.82838 eV. Number 3: calculated total energy -69729.08987 eV. Number 4: calculated total energy -8924.71724 eV. Number 5: calculated total energy -28264.71389 eV.